1) DFT (ωB97M-V/def2-TZVPD) results for a 3-piece molecular cluster, C3H7O2 overall.

Geometry as XYZ:
```
12
Properties=species:S:1:pos:R:3
C -1.602 -0.291 1.166
O -2.063 -1.134 1.908
H -2.234 0.210 0.428
H -0.590 0.105 1.255
H 1.270 -3.210 -1.023
C 1.156 1.553 -0.115
C 0.248 0.964 -0.964
O 0.086 -0.266 -1.224
H 1.231 2.627 0.017
H 1.951 0.955 0.327
H -0.470 1.683 -1.448
H 1.019 -3.196 -0.327
```

Output
* E_HOMO: -0.0976 Eh
* net charge: -1
* M: 75.1 g mol⁻¹
* orbital gap: 6.8951 eV



2) DFT (ωB97M-V/def2-TZVPD) results for an isolated ion of composition C3H7O2 and charge -1.

Geometry as XYZ:
```
12
Properties=species:S:1:pos:R:3
C 0.154 0.489 -0.263
C 0.250 -1.015 -0.447
O 0.006 -1.369 -1.850
C -0.184 0.877 1.259
O -0.242 -0.183 2.118
H -0.602 0.961 -0.897
H 1.068 1.044 -0.481
H 1.269 -1.343 -0.254
H -0.427 -1.582 0.172
H -0.726 -0.861 -2.212
H 0.610 1.593 1.588
H -1.175 1.389 1.268
```

Output
* E_HOMO: -0.0765 Eh
* net charge: -1
* M: 75.1 g mol⁻¹
* SMILES: [O-]CCCO
* orbital gap: 6.1254 eV



Most stable pick: 2). Distance to second place: 0.0179 hartree.



1) DFT (ωB97M-V/def2-TZVPD) results for an isolated ion of composition C3H7O2 and charge -1.

Geometry as XYZ:
```
12
Properties=species:S:1:pos:R:3
C -0.142 -1.255 -0.281
O 0.709 -1.606 0.774
C -0.017 0.239 -0.702
C -0.173 1.280 0.480
O 0.049 0.781 1.735
H -1.190 -1.530 -0.090
H 0.109 -1.793 -1.191
H 1.060 0.288 -1.009
H -0.460 0.578 -1.641
H -1.227 1.618 0.387
H 0.498 2.133 0.277
H 0.784 -0.731 1.261
```

Output
* E_HOMO: -0.0987 Eh
* net charge: -1
* M: 75.1 g mol⁻¹
* SMILES: [O-]CCCO
* orbital gap: 7.1971 eV



2) DFT (ωB97M-V/def2-TZVPD) results for a 3-piece molecular cluster, C3H7O2 overall.

Geometry as XYZ:
```
12
Properties=species:S:1:pos:R:3
C 1.574 1.730 -0.449
O 1.677 2.886 -0.054
H 2.139 1.052 0.182
H 0.928 1.540 -1.301
H -5.578 4.117 2.066
C 0.402 -3.235 -0.449
C 0.903 -1.932 -0.355
O 0.367 -0.873 0.072
H 1.059 -4.055 -0.216
H -0.618 -3.288 -0.820
H 2.002 -1.963 -0.616
H -4.854 4.019 1.939
```

Output
* E_HOMO: -0.0754 Eh
* net charge: -1
* M: 75.1 g mol⁻¹
* orbital gap: 5.9427 eV



Most stable pick: 1). Distance to second place: 0.0718 hartree.



1) DFT (ωB97M-V/def2-TZVPD) results for a 3-piece molecular cluster, C3H7O2 overall.

Geometry as XYZ:
```
12
Properties=species:S:1:pos:R:3
C -0.089 -1.063 -0.711
O -0.655 -2.203 -0.467
H 0.787 -0.887 -0.063
H -0.581 -0.187 -1.139
H -4.612 -4.033 -2.263
C -0.341 1.430 1.333
C 0.673 1.733 0.419
O 1.710 1.167 -0.054
H -1.020 2.221 1.511
H -0.655 0.432 1.780
H 0.539 2.792 0.041
H -4.361 -4.649 -1.954
```

Output
* E_HOMO: -0.0998 Eh
* net charge: -1
* M: 75.1 g mol⁻¹
* orbital gap: 6.9327 eV



2) DFT (ωB97M-V/def2-TZVPD) results for a 3-piece molecular cluster, C3H7O2 overall.

Geometry as XYZ:
```
12
Properties=species:S:1:pos:R:3
C 0.541 -3.065 -2.205
O 0.422 -3.617 -3.277
H 0.255 -2.009 -2.068
H 0.902 -3.645 -1.156
H 4.942 3.245 -1.569
C -2.402 0.767 2.282
C -1.282 1.337 1.656
O -0.329 1.987 2.168
H -3.105 0.245 1.698
H -2.919 0.793 3.255
H -1.397 1.111 0.484
H 4.372 2.851 -1.269
```

Output
* E_HOMO: -0.0760 Eh
* net charge: -1
* M: 75.1 g mol⁻¹
* orbital gap: 5.0119 eV



Most stable pick: 1). Distance to second place: 0.0165 hartree.